No. 1
{"formula": "C21H22Cl2NOPd", "method": "ωB97M-V/def2-TZVPD", "species": ["Pd", "C", "C", "C", "C", "C", "C", "C", "C", "C", "C", "C", "C", "H", "H", "H", "H", "H", "H", "H", "H", "H", "H", "H", "H", "H", "H", "H", "H", "H", "H", "Cl", "C", "C", "C", "Cl", "C", "C", "C", "C", "N", "C", "C", "O", "H", "H", "H", "H"], "coordinates": [[-0.122, 0.118, -0.258], [-1.843, 0.003, -3.235], [-1.758, 0.619, -1.869], [-1.019, 1.837, -1.673], [-0.418, 2.577, -2.825], [-0.868, 2.392, -0.370], [-0.085, 3.662, -0.226], [-1.461, 1.751, 0.745], [-1.240, 2.233, 2.147], [-2.299, 0.598, 0.538], [-3.072, 0.001, 1.672], [-2.414, 0.019, -0.764], [-3.305, -1.179, -0.925], [-2.691, 0.429, -3.780], [-1.988, -1.071, -3.193], [-0.948, 0.190, -3.820], [0.668, 2.653, -2.734], [-0.798, 3.601, -2.820], [-0.659, 2.146, -3.787], [0.945, 3.534, -0.562], [-0.079, 4.041, 0.788], [-0.533, 4.433, -0.856], [-2.018, 2.953, 2.420], [-0.280, 2.726, 2.260], [-1.287, 1.414, 2.859], [-4.057, -0.310, 1.330], [-3.211, 0.706, 2.485], [-2.579, -0.888, 2.077], [-3.161, -1.903, -0.124], [-3.183, -1.684, -1.875], [-4.345, -0.844, -0.871], [4.306, 1.528, 2.286], [3.874, 0.003, 1.818], [4.778, -1.082, 2.102], [4.470, -2.407, 1.732], [5.599, -3.588, 2.096], [3.238, -2.696, 1.077], [2.871, -4.012, 0.695], [1.673, -4.207, 0.067], [0.846, -3.099, -0.176], [1.162, -1.857, 0.173], [2.335, -1.645, 0.788], [2.625, -0.239, 1.138], [1.841, 0.678, 0.862], [5.713, -0.863, 2.608], [3.534, -4.843, 0.900], [1.348, -5.190, -0.245], [-0.107, -3.236, -0.673]], "mulliken_spin": [1.01, -0.01, 0.17, 0.15, -0.02, 0.14, -0.02, 0.15, -0.01, 0.16, -0.01, 0.12, -0.01, 0.01, 0.00, 0.00, 0.01, 0.01, 0.00, 0.01, 0.00, 0.01, 0.01, 0.00, 0.00, 0.01, 0.00, 0.01, 0.00, 0.00, 0.01, 0.29, 0.38, 0.24, 0.33, 0.15, -0.01, 0.04, 0.00, 0.06, 0.00, 0.20, 0.08, 0.31, -0.02, 0.00, 0.00, 0.00], "s2": 6.0259, "charge": 3, "homo_lumo_gap_ev": [7.4, 5.1], "e_tot_ha": -1990.5587, "homo_ev": [-17.81, -19.38], "spin_multiplicity": 5}



No. 2
{"formula": "C25H55ClO10S", "method": "ωB97M-V/def2-TZVPD", "species": ["C", "C", "S", "C", "C", "C", "O", "C", "O", "C", "C", "O", "O", "C", "O", "O", "C", "C", "C", "C", "Cl", "H", "H", "H", "H", "H", "H", "H", "H", "H", "H", "H", "H", "H", "H", "H", "H", "H", "H", "H", "H", "H", "H", "H", "C", "C", "C", "O", "H", "H", "H", "H", "H", "H", "H", "H", "C", "C", "C", "O", "H", "H", "H", "H", "H", "H", "H", "H", "C", "C", "C", "O", "H", "H", "H", "H", "H", "H", "H", "H", "C", "C", "C", "O", "H", "H", "H", "H", "H", "H", "H", "H"], "coordinates": [[-1.816, 4.405, 1.974], [-2.569, 4.526, 3.385], [-2.215, 3.103, 4.560], [-0.939, 1.978, 3.822], [-1.559, 0.785, 2.910], [-3.133, 0.825, 2.587], [-3.482, 0.024, 1.406], [-4.935, 0.130, 1.335], [-5.378, 0.860, 0.171], [-6.616, 1.565, 0.423], [-6.392, 2.966, 1.220], [-5.832, 3.956, 0.317], [-1.508, -0.338, 3.882], [-0.767, -1.494, 3.525], [-0.744, -2.528, 4.208], [-0.093, -1.206, 2.297], [-0.581, 0.100, 1.812], [0.798, 0.843, 1.459], [0.633, 1.957, 0.305], [2.093, 2.493, -0.162], [2.564, 1.750, -1.788], [-2.065, 5.295, 1.285], [-2.110, 3.429, 1.430], [-0.682, 4.415, 2.171], [-3.689, 4.634, 3.149], [-2.238, 5.471, 3.950], [-0.352, 1.467, 4.673], [-0.183, 2.623, 3.266], [-3.548, 1.870, 2.402], [-3.651, 0.299, 3.476], [-5.387, -0.923, 1.296], [-5.387, 0.645, 2.251], [-7.431, 0.912, 0.906], [-7.049, 1.877, -0.601], [-7.419, 3.355, 1.543], [-5.721, 2.765, 2.134], [-6.600, 4.377, -0.134], [-1.058, -0.219, 0.814], [1.293, 1.284, 2.405], [1.550, 0.069, 1.059], [0.032, 1.539, -0.573], [0.062, 2.875, 0.688], [2.892, 2.178, 0.599], [2.137, 3.639, -0.228], [5.516, -1.067, -1.998], [5.787, -0.861, -0.516], [6.681, -1.958, 0.041], [4.551, -0.851, 0.194], [5.002, -2.017, -2.173], [4.863, -0.278, -2.383], [6.446, -1.063, -2.574], [6.260, 0.113, -0.361], [6.207, -2.939, -0.063], [6.858, -1.803, 1.109], [7.646, -1.980, -0.473], [4.125, -1.709, 0.063], [4.580, 4.612, -3.012], [4.495, 5.628, -1.884], [5.656, 6.609, -1.933], [4.502, 4.947, -0.630], [5.499, 4.021, -2.938], [3.746, 3.907, -2.958], [4.560, 5.103, -3.989], [3.550, 6.174, -1.952], [6.612, 6.087, -1.821], [5.588, 7.326, -1.110], [5.668, 7.160, -2.877], [5.334, 4.460, -0.560], [-3.312, -2.510, -0.165], [-2.635, -3.575, -1.012], [-2.507, -4.887, -0.253], [-1.339, -3.122, -1.398], [-2.729, -2.300, 0.737], [-3.387, -1.570, -0.718], [-4.317, -2.822, 0.134], [-3.210, -3.736, -1.929], [-1.896, -4.759, 0.647], [-2.009, -5.640, -0.869], [-3.487, -5.270, 0.043], [-0.822, -2.976, -0.594], [-0.205, -6.072, -3.611], [-0.347, -7.558, -3.320], [0.400, -7.947, -2.054], [0.163, -8.308, -4.421], [0.845, -5.802, -3.765], [-0.737, -5.808, -4.530], [-0.603, -5.469, -2.791], [-1.405, -7.812, -3.216], [1.471, -7.742, -2.154], [0.299, -9.019, -1.863], [0.020, -7.400, -1.187], [1.099, -8.090, -4.522]], "lowdin_charge": [-0.17, -0.51, 0.82, -0.38, -0.27, -0.12, -0.14, -0.23, -0.13, -0.18, -0.21, -0.11, -0.02, -0.39, 0.11, 0.01, -0.16, -0.13, -0.23, -0.52, 0.51, 0.09, 0.08, 0.07, 0.07, 0.07, 0.12, 0.07, 0.11, 0.16, 0.15, 0.13, 0.13, 0.14, 0.13, 0.11, 0.10, 0.16, 0.13, 0.13, 0.11, 0.08, 0.09, 0.08, -0.07, -0.50, -0.07, -0.07, 0.08, 0.05, 0.08, 0.14, 0.08, 0.08, 0.08, 0.09, -0.07, -0.50, -0.07, -0.07, 0.08, 0.02, 0.08, 0.14, 0.08, 0.08, 0.08, 0.09, -0.07, -0.49, -0.05, -0.06, 0.07, 0.09, 0.08, 0.14, 0.09, 0.06, 0.08, 0.09, -0.06, -0.50, -0.07, -0.06, 0.08, 0.08, 0.06, 0.14, 0.08, 0.08, 0.07, 0.09], "smiles": "CCSC[C@]1(COCOCCO)OC(=O)O[C@@H]1CCCCl.CC(C)O.CC(C)O.CC(C)O.CC(C)O", "charge": 0, "homo_lumo_gap_ev": 9.5, "e_tot_ha": -2596.1675, "homo_ev": -9.04}



No. 3
{"formula": "C9H14O", "method": "ωB97M-V/def2-TZVPD", "species": ["C", "C", "H", "H", "H", "H", "H", "H", "C", "C", "C", "C", "C", "C", "C", "O", "H", "H", "H", "H", "H", "H", "H", "H"], "coordinates": [[-3.423, -0.461, -2.652], [-3.771, -0.161, -1.224], [-3.612, -1.437, -3.012], [-3.461, 0.431, -3.355], [-2.267, -0.589, -2.626], [-4.937, 0.057, -0.929], [-3.045, 0.492, -0.764], [-3.601, -1.225, -0.928], [1.459, -2.347, -0.862], [1.201, 1.287, -0.069], [1.427, 0.188, -0.777], [0.971, 1.318, 1.320], [1.184, -1.065, -0.107], [0.804, 0.145, 2.006], [0.971, -1.069, 1.326], [0.845, 2.441, 2.107], [1.168, 2.221, -0.535], [1.513, 0.164, -1.909], [0.682, 3.150, 1.417], [0.583, 0.083, 3.140], [2.440, -2.322, -1.291], [0.612, -2.354, -1.495], [0.804, -1.906, 2.036], [1.426, -3.298, -0.361]], "nbo_charge": [-0.62, -0.61, 0.21, 0.20, 0.20, 0.20, 0.21, 0.21, -0.64, -0.27, -0.21, 0.27, -0.02, -0.25, -0.21, -0.66, 0.20, 0.22, 0.47, 0.22, 0.22, 0.22, 0.22, 0.22], "smiles": "Cc1ccc(O)cc1.CC", "relative_energy_kj_mol": 226.2, "charge": 0, "homo_lumo_gap_ev": 9.0, "e_tot_ha": -426.4866, "homo_ev": -8.26}